[1]
Molecular formula: C4H14O4
Method: DFT, ωB97M-V/def2-TZVPD

Structure (XYZ):
```
22
Properties=species:S:1:pos:R:3:mulliken_spin:R:1
C 1.05697 0.58829 -2.75947 0.02
C -0.08145 -2.40568 -0.49253 0.01
O -0.25131 -2.03558 0.85949 0.11
C 0.76660 -1.41360 -1.27308 0.37
C 0.32946 -0.19566 -1.72689 0.32
H 1.95683 1.11702 -2.38498 0.06
H 1.47993 -0.16025 -3.43915 0.04
H 0.39580 1.34419 -3.16987 0.00
H 0.48273 -3.33854 -0.49153 0.00
H -1.07803 -2.60359 -0.91707 0.02
H -0.03908 -1.11080 1.05711 0.00
H 1.77890 -1.79756 -1.37082 0.01
H -0.65420 0.24341 -1.61569 0.04
H -0.53234 1.50478 -0.13937 0.00
H -1.96767 1.99211 -0.50319 0.00
O -1.35448 1.83402 0.22711 0.00
H 0.52656 -0.66122 3.49989 0.00
H 0.51427 0.92572 3.61478 0.00
O 0.82189 0.15584 3.09093 0.00
H -0.77869 1.97330 2.15164 0.00
H -2.08360 1.74473 2.88612 0.00
O -1.28907 2.29909 2.89657 0.00
```

## Properties
Multiplicity   2
Max |F|   2.87 eV/A
ΔE to the lowest compared entry with this formula, charge and spin   1.665 eV
Charge   +1
Electronic energy   -461.35362 Eh
HOMO level (alpha / beta)   -0.5003 / -0.5003 hartree
E_LUMO (alpha / beta)   -0.2071 / -0.3409 Ha
Orbital gap (alpha / beta)   7.98 / 4.34 eV



[2]
Molecular formula: C4H14O7Pt
Method: DFT, ωB97M-V/def2-TZVPD

Structure (XYZ):
```
26
Properties=species:S:1:pos:R:3:mulliken_spin:R:1
Pt -2.11950 13.20468 -21.16094 1.74
O -0.60026 11.88622 -20.34794 0.06
C -0.29970 12.11477 -19.00171 0.01
C 0.59068 11.04914 -18.25231 0.02
O 0.67673 9.79078 -18.74211 0.00
H -1.26203 12.18494 -18.43631 -0.01
H 0.16514 13.12096 -18.88015 -0.01
H 0.15604 11.04227 -17.20956 -0.01
H 1.60474 11.51631 -18.10318 0.00
O -3.59237 14.69150 -21.99149 0.06
C -3.32036 14.63841 -23.35929 -0.01
C -1.88151 14.30724 -23.79394 0.00
O -1.34373 13.16160 -23.22513 0.12
H -3.62548 15.59302 -23.83840 0.01
H -3.95774 13.83639 -23.81151 0.00
H -1.23841 15.20980 -23.66306 0.00
H -1.91913 14.14637 -24.89637 0.01
O -3.50952 11.46563 -21.76125 0.02
H -3.69248 11.59737 -22.69902 -0.01
H -3.47649 10.51286 -21.62168 0.01
O -3.45431 13.10142 -19.16064 -0.05
H -4.08144 13.68135 -18.71534 0.03
H -3.33421 12.33222 -18.59169 0.01
O -1.08953 15.11855 -20.36223 -0.05
H -0.23662 15.32075 -20.75958 0.01
H -1.27052 15.81190 -19.72087 0.03
```

## Properties
Multiplicity   3
Max |F|   1.18 eV/A
ΔE to the lowest compared entry with this formula, charge and spin   0.602 eV
Charge   -2
Electronic energy   -806.52094 Eh
HOMO level (alpha / beta)   0.0415 / 0.0377 hartree
E_LUMO (alpha / beta)   0.1804 / 0.1774 Ha
Orbital gap (alpha / beta)   3.78 / 3.80 eV



[3]
Molecular formula: C4H14Si2
Method: DFT, ωB97M-V/def2-TZVPD

Structure (XYZ):
```
20
Properties=species:S:1:pos:R:3:lowdin_charge:R:1
C 0.61986 1.43397 -2.10075 -0.17
C -1.58937 -1.63695 2.19918 -0.35
C 0.88762 1.97552 -0.66653 -0.41
C -0.23810 1.89419 0.34080 -0.14
Si 0.45957 -2.21587 -0.51195 0.43
Si -0.09708 -0.90791 1.25953 0.54
H 0.43045 2.35183 -2.81312 0.10
H 1.42301 0.73926 -2.39037 0.03
H -0.26244 0.64488 -2.13865 0.08
H -2.59888 -1.80214 1.69551 0.05
H -1.39771 -2.61730 2.54343 -0.02
H -1.85528 -1.02554 3.08030 0.02
H 1.68367 1.24254 -0.20650 0.11
H 1.10675 3.04974 -0.75912 0.09
H -1.19952 2.27523 -0.12267 0.05
H 0.12140 2.50216 1.13930 0.01
H 1.60190 -3.04271 -0.33040 -0.15
H -0.89670 -2.93359 -0.79703 -0.07
H 0.85049 -1.45810 -1.74501 -0.12
H 0.95037 -0.46920 2.32403 -0.07
```

## Properties
Max |F|   3.39 eV/A
ΔE to the lowest compared entry with this formula, charge and spin   2.981 eV
Electronic energy   -739.60400 Eh
HOMO level   -0.2862 hartree
E_LUMO   -0.0067 Ha
Orbital gap   7.60 eV



[4]
Molecular formula: C4H15CuN8O10
Method: DFT, ωB97M-V/def2-TZVPD

Structure (XYZ):
```
38
Properties=species:S:1:pos:R:3:mulliken_spin:R:1
Cu 0.56736 0.03213 0.30199 0.72
N 1.25943 -3.34144 -0.67315 0.00
O 1.92413 -4.08547 0.02990 0.00
O 0.54103 -3.80517 -1.62867 0.00
O 1.27601 -2.09552 -0.52881 0.00
N 1.84315 -1.31043 3.04453 0.00
O 2.60924 -2.23096 2.77414 0.00
O 1.01040 -0.87898 2.17652 0.01
O 1.83511 -0.77329 4.18111 0.00
C 2.82881 1.89001 0.77302 -0.01
O 2.19613 1.09416 -0.14008 0.22
H 3.89722 2.06019 0.53489 0.02
H 2.40864 2.91286 0.83991 0.00
H 2.89688 1.46759 1.78890 0.01
C -0.77563 2.51532 2.12839 0.00
O -0.31124 1.58429 1.50110 0.00
N -1.12590 2.39042 3.44287 0.00
N -0.90377 3.79049 1.60490 0.00
H -1.15501 1.50963 3.92428 0.00
H -1.54848 3.15427 3.93732 0.00
H -0.79477 3.79230 0.60475 0.00
H -1.58094 4.38231 2.04948 0.00
C -0.07422 -0.04020 -3.00853 0.00
O -0.07014 0.21677 -1.82149 0.00
N 0.24522 -1.29499 -3.43692 0.00
N 0.01099 0.93083 -3.97550 0.00
H 0.39847 -2.11257 -2.85768 0.00
H 0.45705 -1.51333 -4.39499 0.00
H 0.14129 1.89810 -3.75910 0.00
H 0.19277 0.62725 -4.91274 0.00
C -2.16583 -1.47139 -0.22052 0.00
O -1.29299 -1.01763 0.50339 0.01
N -1.94885 -2.45437 -1.12466 0.00
N -3.42726 -0.92286 -0.25179 0.00
H -0.98073 -2.74083 -1.29089 0.00
H -2.71710 -2.97562 -1.49747 0.00
H -4.04981 -0.98829 -1.03184 0.00
H -3.61665 -0.19560 0.41345 0.00
```

## Properties
Multiplicity   2
Max |F|   3.48 eV/A
ΔE to the lowest compared entry with this formula, charge and spin   0.180 eV
Charge   -1
Electronic energy   -2992.25176 Eh
HOMO level (alpha / beta)   -0.1691 / -0.1685 hartree
E_LUMO (alpha / beta)   0.0856 / 0.0856 Ha
Orbital gap (alpha / beta)   6.93 / 6.91 eV



[5]
Molecular formula: C4H15N2O
Method: DFT, ωB97M-V/def2-TZVPD

Structure (XYZ):
```
22
Properties=species:S:1:pos:R:3:mulliken_spin:R:1
N 0.09945 -1.12287 -1.41787 0.73
C -0.22338 -0.69747 0.00337 0.83
C -0.32851 -2.02000 0.79473 0.08
C 0.93401 0.11292 0.58674 0.31
N 0.63154 0.71593 1.84259 -0.02
C -0.51428 1.66646 1.87727 0.00
H 0.14198 -0.19904 -1.87871 -0.08
H -0.81500 -1.53862 -1.78156 -0.68
H 1.00023 -1.62722 -1.35869 -0.45
H -1.18642 -0.21056 0.07474 0.45
H 0.54792 -2.61936 0.54184 0.05
H -0.13397 -1.82935 1.85305 -0.01
H -1.28173 -2.52536 0.66862 -0.30
H 1.25518 0.80168 -0.20334 -0.12
H 1.80388 -0.54757 0.59724 0.11
H 1.39701 1.18656 2.29997 0.00
H -0.85532 1.74680 2.90510 -0.01
H -1.25185 1.19310 1.24263 0.01
H -0.18728 2.64512 1.52284 0.00
H -0.08449 1.76246 -3.55648 0.04
H -1.34363 1.17123 -2.93535 -0.05
O -0.37204 1.16481 -2.85234 0.10
```

## Properties
Multiplicity   2
Max |F|   3.14 eV/A
ΔE to the lowest compared entry with this formula, charge and spin   2.057 eV
Electronic energy   -345.99962 Eh
HOMO level (alpha / beta)   -0.1136 / -0.3329 hartree
E_LUMO (alpha / beta)   0.0350 / 0.0257 Ha
Orbital gap (alpha / beta)   4.04 / 9.76 eV



[6]
Molecular formula: C4H15N2O
Method: DFT, ωB97M-V/def2-TZVPD

Structure (XYZ):
```
22
Properties=species:S:1:pos:R:3:mulliken_spin:R:1
C 0.61350 -0.37891 1.00025 1.37
C -0.65586 -0.13553 1.75774 -0.05
C -2.02854 -0.18889 1.07854 -0.01
C -1.92864 -0.22277 -0.47528 0.12
N -1.35771 0.93452 -1.22281 0.24
N 1.21333 0.72761 0.19064 1.03
H 0.52566 -1.26643 0.34175 0.05
H 1.35206 -0.98045 1.52673 -0.55
H -0.55087 -0.84688 2.60572 0.07
H -0.59916 0.79946 2.32968 -0.05
H -2.60918 0.69744 1.33720 -0.03
H -2.59349 -1.05771 1.44525 -0.03
H -1.22520 -1.02311 -0.66642 -0.05
H -2.97008 -0.39077 -0.82577 0.01
H -1.47268 0.55885 -2.16711 -0.13
H -2.01486 1.71667 -1.27774 -0.10
H 0.41062 1.05514 -0.43327 -0.38
H 1.46014 1.50521 0.81068 -0.76
H 2.04576 0.46899 -0.36818 -0.05
H 3.64309 -1.56975 -1.59113 -0.09
H 3.01045 -0.66205 -2.59781 -0.13
O 3.27091 -0.67270 -1.65742 0.50
```

## Properties
Multiplicity   2
Max |F|   3.05 eV/A
ΔE to the lowest compared entry with this formula, charge and spin   2.181 eV
Electronic energy   -345.99507 Eh
HOMO level (alpha / beta)   -0.0915 / -0.3871 hartree
E_LUMO (alpha / beta)   0.0341 / 0.0249 Ha
Orbital gap (alpha / beta)   3.42 / 11.21 eV



[7]
Molecular formula: C4H15N2O
Method: DFT, ωB97M-V/def2-TZVPD

Structure (XYZ):
```
22
Properties=species:S:1:pos:R:3:lowdin_charge:R:1
C -1.85326 -1.34712 -1.55444 -0.14
N -1.49374 -0.00843 -2.00986 -0.17
C -0.14349 0.05173 -2.55138 -0.16
H -1.77638 -2.04119 -2.39108 0.09
H -1.20093 -1.72257 -0.74452 0.06
H -2.87400 -1.34917 -1.18914 0.08
H -1.58606 0.64099 -1.23632 0.08
H 0.51016 -0.76568 -2.18244 0.05
H 0.36916 0.99329 -2.32766 0.08
H -0.14560 -0.08797 -3.62604 0.08
C 0.85240 1.13614 2.41830 -0.26
O -0.27069 1.39092 3.21420 -0.03
C 0.41442 -0.00783 1.51154 -0.11
N 1.46103 -0.24457 0.43480 0.20
H 1.71848 0.81726 3.01525 0.13
H 1.13002 2.01461 1.82812 0.13
H -0.08807 2.13013 3.81131 0.12
H 0.33584 -0.93512 2.05967 0.14
H -0.50421 0.24657 0.98379 0.13
H 2.36290 -0.49872 0.85586 0.18
H 1.62297 0.58808 -0.13705 0.16
H 1.15906 -1.00135 -0.18291 0.14
```

## Properties
Max |F|   0.81 eV/A
ΔE to the lowest compared entry with this formula, charge and spin   2.233 eV
Charge   +1
Electronic energy   -345.86366 Eh
HOMO level   -0.4565 hartree
E_LUMO   -0.1377 Ha
Orbital gap   8.67 eV



[8]
Molecular formula: C4H15N2O
Method: DFT, ωB97M-V/def2-TZVPD

Structure (XYZ):
```
22
Properties=species:S:1:pos:R:3:lowdin_charge:R:1
N 1.25782 1.19749 0.19917 0.18
C -0.00943 0.48303 -0.28382 -0.30
C 0.00876 0.47643 -1.78529 -0.06
C 0.00445 -0.99202 0.27177 -0.19
N -0.63408 -1.94340 -0.57037 -0.15
C -2.05918 -2.26946 -0.47857 -0.08
H 1.24879 1.57703 1.17945 0.11
H 1.50529 2.07669 -0.25826 0.17
H 1.95648 0.49060 -0.04520 0.15
H -0.76703 1.14755 0.15878 0.15
H 0.78317 -0.16756 -2.17191 0.09
H -0.82303 -0.12589 -2.18143 0.09
H -0.16383 1.42399 -2.33295 0.10
H -0.40031 -1.16615 1.26716 0.12
H 1.08638 -1.08775 0.48180 0.12
H -0.03441 -2.74076 -0.70673 0.12
H -2.40015 -2.13385 0.56400 0.09
H -2.27968 -3.19395 -1.02542 0.10
H -2.63169 -1.55950 -1.07547 0.07
H 1.29489 3.53646 2.62585 0.08
H 1.55787 2.37901 3.55457 0.08
O 1.49891 2.59201 2.61288 -0.04
```

## Properties
Max |F|   2.03 eV/A
ΔE to the lowest compared entry with this formula, charge and spin   1.798 eV
Charge   +1
Electronic energy   -345.87962 Eh
HOMO level   -0.4486 hartree
E_LUMO   -0.1125 Ha
Orbital gap   9.15 eV